# 1
DFT (the ωB97M-V functional and the def2-TZVPD basis) results for a molecular structure, C11H12CsI2NO3 in a non-equilibrium geometry.

The geometry in XYZ format:
```
30
Properties=species:S:1:pos:R:3:forces:R:3
Cs 0.223699 0.276126 -0.005156 -2.02 -1.46 0.00
C 1.045642 7.666862 0.004069 0.16 -0.17 0.00
O 2.374195 7.172950 0.003579 -0.01 0.04 0.00
C 2.539034 5.823790 0.001937 -0.11 0.18 0.00
C 3.891484 5.400111 0.001852 -0.12 -0.09 0.00
C 4.144583 4.064547 0.000313 -0.02 -0.14 0.00
C 3.124905 3.070914 -0.001209 0.38 0.30 0.00
C 3.473194 1.681578 -0.002624 -0.30 -0.29 0.00
C 4.903661 1.184546 -0.003142 0.19 0.02 0.00
O 2.622248 0.767098 -0.003640 1.79 0.46 0.00
C 1.749234 3.514782 -0.001257 -0.34 -0.22 0.00
O 0.757407 2.721415 -0.002787 0.41 1.19 0.00
C 1.504742 4.927343 0.000397 0.29 -0.04 0.00
H 1.127472 8.749417 0.005699 -0.03 0.02 0.00
H 0.510059 7.329338 0.894326 -0.04 0.05 0.00
H 0.510363 7.332009 -0.887379 -0.04 0.05 0.00
H 4.681077 6.136790 0.003011 -0.01 0.03 0.00
H 5.178540 3.751124 0.000290 0.00 0.03 0.00
H 5.689289 1.932407 -0.002292 -0.04 0.02 0.00
H 5.030279 0.544883 -0.877455 -0.03 0.03 -0.02
H 5.030216 0.542832 0.869670 -0.03 0.03 0.02
H 0.467724 5.223893 0.000322 -0.02 0.03 0.00
I -3.696487 0.050069 -0.005097 0.78 -0.01 0.00
I -6.285535 0.059797 -0.003039 -0.82 0.00 0.00
C 1.751551 -5.348628 0.003861 -0.08 0.25 0.00
C 1.171031 -4.003503 0.001044 0.11 -0.22 0.00
N 0.731643 -2.944605 -0.001172 -0.04 -0.07 0.00
H 1.276937 -5.955569 0.771461 -0.01 0.00 0.01
H 2.817613 -5.276663 0.208796 0.01 -0.03 0.00
H 1.602031 -5.815506 -0.967075 0.00 0.00 -0.01
```
Positions in Å, forces in eV/Å.

HOMO-LUMO gap (hartree): 0.1969
E_HOMO (eV): -6.9



# 2
DFT (the ωB97M-V functional and the def2-TZVPD basis) results for a molecular structure, C22H18O11S3Ti.

The geometry in XYZ format:
```
55
Properties=species:S:1:pos:R:3:forces:R:3
Ti 0.396598 2.493406 -0.616389 -0.75 -0.54 0.29
O 3.725158 1.392156 1.157201 0.00 -0.02 0.02
C 2.837357 1.670163 0.407003 -0.03 0.14 -0.04
O 1.695338 2.262437 0.730947 0.10 0.14 0.01
C 2.882613 1.390249 -1.133767 0.01 0.07 -0.01
O 3.836345 0.948366 -1.698075 0.00 -0.03 -0.02
O 1.725732 1.737634 -1.687108 0.12 0.15 0.01
O 0.424500 4.512512 -3.291178 -0.02 0.02 -0.03
S 0.670293 5.306311 -2.119687 0.00 0.01 0.07
O 1.636008 6.366617 -2.236032 -0.01 0.01 0.05
O 0.943279 4.461425 -0.907914 0.03 -0.25 -0.29
C -0.874493 6.127109 -1.687576 0.02 0.01 0.07
C -0.963087 7.456317 -2.079681 0.01 0.00 0.00
C -2.098267 8.206003 -1.814518 0.00 0.00 0.00
C -3.161028 7.631383 -1.139153 0.00 0.01 0.00
C -3.085500 6.305532 -0.743112 0.02 0.01 0.01
C -1.952202 5.547283 -1.009647 -0.03 -0.01 -0.05
S -2.037151 3.835541 -0.484268 0.02 0.00 0.03
O -3.417112 3.588391 -0.193443 0.01 -0.01 -0.03
O -1.105883 3.646019 0.645497 0.09 0.00 -0.06
O -1.465765 3.056503 -1.609595 0.26 0.18 0.03
H -0.113284 7.893312 -2.584922 0.00 0.00 0.00
H -2.144697 9.240075 -2.132900 0.00 0.00 0.00
H -4.051954 8.207022 -0.921830 0.00 0.00 0.00
H -3.909658 5.830413 -0.231123 0.00 0.00 0.00
O -0.479075 0.995938 -0.223441 0.28 0.09 -0.06
S -1.033001 -0.345148 0.502924 -0.18 0.04 0.09
C 0.387751 -3.594552 -1.673755 0.06 -0.05 -0.08
C 0.661236 -4.838023 -1.145759 -0.03 -0.08 -0.08
C -0.368390 -5.753522 -0.708173 0.02 0.03 0.02
C -0.085493 -6.958557 -0.111301 0.00 -0.02 0.00
C 1.229056 -7.395638 0.111737 -0.01 -0.01 0.00
C 2.254400 -6.542321 -0.318982 0.00 0.01 0.00
C 2.001662 -5.331790 -0.923141 -0.04 0.00 0.01
C 0.489463 -1.128359 1.089548 -0.01 0.02 -0.11
C 0.102695 -2.204787 2.073971 -0.03 0.04 0.03
C 0.494852 -3.517633 1.847836 -0.03 -0.08 0.03
C 0.149327 -4.521791 2.744093 0.01 0.00 -0.05
C -0.587642 -4.217681 3.878752 -0.01 0.02 0.01
C -0.979707 -2.904286 4.115206 0.00 -0.02 0.00
C -0.640818 -1.904773 3.215996 0.05 0.02 0.01
H 1.184466 -2.953852 -2.034999 0.02 -0.01 0.01
H -0.631056 -3.265500 -1.840031 -0.01 -0.01 0.04
H -1.403978 -5.452857 -0.838006 0.00 0.00 -0.01
H -0.915353 -7.588008 0.203811 0.00 0.00 0.00
H 1.441128 -8.348643 0.580644 0.00 0.00 0.00
H 3.290112 -6.840990 -0.172063 0.00 0.00 0.00
H 2.833839 -4.704226 -1.228852 0.00 0.00 0.00
H 1.106018 -0.364593 1.566526 -0.01 0.03 -0.03
H 0.992397 -1.576942 0.231718 0.09 0.01 0.06
H 1.044858 -3.772779 0.952933 -0.01 0.07 0.00
H 0.445617 -5.539165 2.517725 0.00 -0.01 0.03
H -0.866496 -5.000941 4.574473 0.00 0.00 0.00
H -1.558329 -2.658588 4.998307 0.00 0.00 0.00
H -0.952662 -0.882171 3.393580 -0.01 0.00 0.00
```
Positions in Å, forces in eV/Å.

HOMO-LUMO gap (hartree): 0.1450
Relative energy (zero: lowest compared OMol25 entry of this formula, charge and spin) (eV): 0.793
E_HOMO (eV): -0.1
Charge: -2



# 3
DFT (the ωB97M-V functional and the def2-TZVPD basis) results for 3 unconnected molecules or ions with the total composition C2H7NO4 in a non-equilibrium geometry.

The geometry in XYZ format:
```
14
Properties=species:S:1:pos:R:3:forces:R:3
O -0.206147 2.927524 1.498320 -0.69 -0.70 0.73
C -0.345690 1.737493 1.410503 2.44 -0.91 -1.59
N 0.671937 0.824918 1.947187 -1.50 1.51 0.45
C 0.975601 -0.440068 1.462006 -0.15 1.19 -1.20
O 0.425992 -0.949113 0.485248 1.10 0.53 2.24
H -0.983620 1.226415 0.648963 -0.14 0.25 0.92
H 1.258503 1.271161 2.676295 -0.43 -0.69 -0.80
H 1.901867 -0.717565 2.026318 -0.59 -1.04 -0.65
H 0.976380 0.152562 -2.578182 1.40 0.14 1.72
H -0.251184 0.510576 -3.267809 0.32 -0.63 -0.46
O 0.518525 -0.087392 -3.348553 -1.70 0.49 -1.29
H -1.295269 -1.572025 -0.616970 0.49 0.30 0.28
H -2.276275 -2.600366 -1.094234 0.43 -0.03 -0.26
O -1.370620 -2.284120 -1.249092 -0.97 -0.41 -0.08
```
Positions in Å, forces in eV/Å.

HOMO-LUMO gap (hartree): 0.3996
Relative energy (zero: lowest compared OMol25 entry of this formula, charge and spin) (eV): 1.352
E_HOMO (eV): -10.9